Record 1
Molecular formula: N3O9Tl
Method: DFT, the ωB97M-V functional and the def2-TZVPD basis

Each line ends with the Mulliken charge.
Element x y z (Å)
Tl 1.915 -2.507 -0.476  0.915
N -1.204 -0.143 -1.389  0.914
O -1.121 0.574 -2.420  -0.599
O -0.605 -1.200 -1.417  -0.592
O -1.963 0.139 -0.393  -0.626
N 1.408 1.541 -0.685  0.812
O 1.424 1.895 -1.905  -0.560
O 1.911 0.388 -0.577  -0.540
O 0.904 2.128 0.331  -0.570
N -0.692 -0.672 2.246  1.092
O -1.131 -1.576 2.801  -0.555
O 0.186 -1.061 1.453  -0.248
O -1.032 0.493 2.430  -0.444

Forces on atoms 1 to 3 (eV/Å):
Tl -1.1 1.8 -0.2
N -2.3 2.6 -0.9
O -0.7 -0.1 1.7

* total energy: -1013.49215 hartree
* expectation value of S²: 0.756
* spin multiplicity: 2
* net charge: -1
* frontier orbital gap (spin up / spin down): 6.4 / 4.0 eV
* LUMO (spin up / spin down): 0.0605 / -0.0207 Eh

Record 2
Molecular formula: N3O9Tl
Method: DFT, the ωB97M-V functional and the def2-TZVPD basis

Each line ends with the Mulliken charge.
Element x y z (Å)
Tl -2.377 -1.815 0.426  0.934
N -0.275 1.427 1.149  1.082
O -0.692 0.304 1.521  -0.533
O 0.939 1.602 1.053  -0.422
O -1.055 2.324 0.925  -0.527
N -0.606 0.422 -1.982  1.062
O -1.328 1.360 -2.295  -0.503
O 0.644 0.561 -1.940  -0.352
O -1.038 -0.704 -1.719  -0.542
N 1.458 -1.387 0.726  1.120
O 0.443 -2.092 0.620  -0.528
O 2.168 -1.426 1.695  -0.493
O 1.719 -0.575 -0.181  -0.299

Forces on atoms 1 to 3 (eV/Å):
Tl 0.7 0.5 -0.1
N -0.2 0.0 0.4
O 0.0 -0.4 -0.3

* total energy: -1013.32215 hartree
* net charge: 0
* frontier orbital gap: 4.2 eV
* LUMO: -0.2144 Eh

Record 3
Molecular formula: NO3Rb
Method: DFT, the ωB97M-V functional and the def2-TZVPD basis

Each line ends with the Mulliken charge.
Element x y z (Å)
Rb 0.510 -1.158 2.562  0.976
N -0.081 0.259 -0.621  0.865
O -0.346 1.484 -0.363  -0.588
O 0.590 0.053 -1.578  -0.565
O -0.673 -0.639 0.001  -0.687

Forces on atoms 1 to 3 (eV/Å):
Rb -0.3 0.3 -0.7
N -2.3 4.2 -0.2
O 0.2 -1.1 1.2

* total energy: -304.43768 hartree
* net charge: 0
* frontier orbital gap: 6.5 eV
* LUMO: -0.0468 Eh

Record 4
Molecular formula: NO3Tl
Method: DFT, the ωB97M-V functional and the def2-TZVPD basis

Each line ends with the Mulliken charge.
Element x y z (Å)
Tl 2.150 2.033 3.902  1.000
N -0.594 -0.517 -0.935  1.195
O -1.213 0.127 -1.712  -0.052
O 0.241 -1.292 -1.518  0.015
O -0.583 -0.351 0.263  -0.157

Forces on atoms 1 to 3 (eV/Å):
Tl 0.2 0.1 0.3
N 2.7 -0.6 1.6
O -0.8 0.2 -1.2

* total energy: -451.89584 hartree
* net charge: +2
* frontier orbital gap: 4.8 eV
* LUMO: -0.6153 Eh